Entry 1:
76
Properties=species:S:1:pos:R:3:mulliken_charge:R:1 method="wB97M-V/def2-TZVPD" orbital_gap_ev="5.05 / 5.52" e_homo_ev="-2.9 / -3.2" e_tot_ha=-1792.465627 max_force_ev_per_a=4.4 e_above_lowest_kj_mol=148.2 molar_mass_g_mol=627.58 total_charge=-1
Rh 0.203 0.946 -0.979 -0.55
C -2.829 0.144 -2.116 -1.30
C -2.937 -1.345 -1.907 0.47
C -4.171 -1.911 -2.168 -0.79
C -4.481 -3.199 -1.769 -0.93
C -3.590 -3.837 -0.918 -0.65
C -2.340 -3.318 -0.638 0.79
C -1.528 -4.001 0.423 -1.80
C -1.909 -2.146 -1.325 1.49
N -0.596 -1.796 -1.430 0.86
C 0.519 -2.591 -0.894 -0.71
O 0.691 -3.743 -1.326 -0.65
C 1.355 -1.905 0.019 0.36
C 2.419 -2.583 0.677 -0.99
C 3.086 -1.987 1.707 -0.64
C 2.694 -0.696 2.126 -0.71
C 1.708 -0.053 1.401 -0.21
N 1.094 -0.599 0.357 1.10
C 1.153 1.270 1.862 -0.22
O 1.482 1.752 2.951 -0.83
N 0.269 1.804 1.013 1.75
C -0.735 2.644 1.471 -0.56
C -1.934 2.038 1.906 1.17
C -2.046 0.545 1.843 -1.29
C -2.962 2.828 2.380 -0.97
C -2.832 4.206 2.440 -0.82
C -1.657 4.802 2.015 -0.90
C -0.606 4.045 1.525 0.63
C 0.670 4.692 1.073 -0.75
H -3.742 0.602 -1.739 0.48
H -2.729 0.418 -3.166 0.42
H -1.972 0.587 -1.569 -0.22
H -4.915 -1.318 -2.683 0.43
H -5.429 -3.648 -2.027 0.35
H -3.878 -4.768 -0.449 0.39
H -2.198 -4.558 1.078 0.48
H -0.973 -3.276 1.016 0.18
H -0.803 -4.690 -0.008 0.31
H 2.640 -3.586 0.346 0.51
H 3.891 -2.497 2.218 0.41
H 3.108 -0.209 2.993 0.59
H -1.350 0.090 2.548 0.31
H -1.769 0.180 0.846 0.12
H -3.055 0.218 2.080 0.44
H -3.870 2.361 2.737 0.38
H -3.644 4.812 2.820 0.38
H -1.546 5.877 2.083 0.37
H 0.596 5.778 1.116 0.40
H 0.899 4.391 0.051 -0.09
H 1.488 4.373 1.717 0.16
C -0.124 -0.843 -2.358 -1.55
H -0.784 -0.728 -3.217 0.55
H 0.889 -1.100 -2.676 0.35
C 4.744 4.081 -0.773 -0.86
C 3.844 3.139 0.021 -0.19
N 2.930 2.503 -0.889 0.18
C 2.356 3.133 -1.947 0.47
N 1.330 2.564 -2.485 -0.11
C 0.800 3.026 -3.744 -1.00
C 1.756 3.962 -4.485 -0.73
C 2.280 4.984 -3.483 -0.63
N 2.976 4.265 -2.438 0.12
C 3.859 5.025 -1.581 -0.50
H 5.371 3.506 -1.456 0.33
H 5.393 4.650 -0.106 0.41
H 3.319 3.709 0.799 0.05
H 4.423 2.355 0.516 0.34
H 2.338 1.746 -0.531 0.07
H -0.164 3.524 -3.567 0.32
H 0.596 2.138 -4.352 0.27
H 1.256 4.456 -5.318 0.41
H 2.603 3.390 -4.872 0.28
H 1.442 5.580 -3.087 0.27
H 2.992 5.672 -3.952 0.38
H 3.292 5.675 -0.893 0.21
H 4.470 5.670 -2.224 0.39

Entry 2:
74
Properties=species:S:1:pos:R:3:mulliken_charge:R:1 method="wB97M-V/def2-TZVPD" orbital_gap_ev="5.75 / 2.16" e_homo_ev="-1.6 / 2.0" e_tot_ha=-1502.444841 max_force_ev_per_a=6.5 e_above_lowest_kj_mol=35.0 molar_mass_g_mol=617.00 total_charge=-2
Ba -0.132 1.039 -0.483 -0.22
N -2.975 1.729 -0.458 0.04
N 0.390 0.569 -3.436 -0.13
C 0.834 -1.655 1.223 1.04
C -0.397 -1.955 0.574 -0.02
C -1.435 -1.287 1.282 0.29
C -2.877 -1.292 0.937 -1.37
H -3.129 -2.181 0.343 0.42
H -3.154 -0.396 0.350 0.06
H -3.501 -1.284 1.843 0.40
C -0.845 -0.554 2.346 1.03
C -1.566 0.303 3.319 -1.61
H -1.813 -0.227 4.254 0.25
H -2.510 0.669 2.894 0.31
H -0.962 1.178 3.593 0.36
C 0.552 -0.794 2.322 0.06
C 1.528 -0.211 3.275 -1.48
H 1.532 0.889 3.205 0.12
H 2.542 -0.566 3.062 0.36
H 1.299 -0.467 4.321 0.35
C -0.574 -2.810 -0.631 -1.08
H -0.779 -3.860 -0.365 0.26
H 0.323 -2.810 -1.268 -0.14
H -1.415 -2.460 -1.250 0.34
C 2.166 -2.166 0.811 -0.98
H 2.972 -1.505 1.157 0.23
H 2.239 -2.224 -0.285 -0.12
H 2.370 -3.178 1.200 0.30
C -3.373 2.868 0.097 -0.33
H -4.020 2.874 0.997 0.24
C -3.013 4.140 -0.499 -0.62
H -3.367 5.077 -0.046 0.37
C -2.198 4.070 -1.662 0.42
H -1.831 5.064 -2.053 0.25
C -2.016 2.841 -2.291 -0.80
H -1.291 2.781 -3.127 0.32
C -2.845 1.635 -1.927 0.26
C -3.772 0.514 -2.483 -1.37
H -2.963 -0.319 -2.055 0.46
C 1.393 0.237 -2.754 -0.92
C 0.347 -0.076 -4.767 -1.08
H -0.675 -0.100 -5.336 0.26
C 1.585 -0.486 -4.896 -0.16
H 2.098 -0.835 -5.809 0.71
N 2.241 -0.337 -3.740 0.37
C 3.233 -1.039 -3.083 0.20
C 3.357 -2.385 -3.410 1.09
C 4.503 -3.025 -2.935 -1.16
H 4.723 -4.054 -3.275 0.22
C 5.364 -2.347 -2.054 1.14
C 6.645 -2.980 -1.665 -1.48
H 6.906 -2.667 -0.655 0.38
H 7.444 -2.675 -2.349 0.26
H 6.531 -4.062 -1.719 0.37
C 5.045 -1.078 -1.533 -0.90
H 5.681 -0.576 -0.790 0.29
C 3.912 -0.412 -2.003 0.82
C 3.510 0.905 -1.398 -1.20
H 2.873 1.548 -2.039 0.56
H 4.417 1.486 -1.183 0.39
H 2.997 0.802 -0.413 0.01
C 2.302 -3.142 -4.172 -1.47
H 2.060 -2.710 -5.155 0.36
H 1.345 -3.254 -3.622 0.14
H 2.670 -4.155 -4.368 0.39
N 1.436 5.290 1.673 0.22
C 0.129 5.544 2.065 -2.12
C -0.542 4.395 1.905 0.47
N 0.315 3.414 1.359 0.19
C 1.515 3.996 1.275 -0.80
H 2.215 5.960 1.665 1.17
H -0.189 6.530 2.424 0.31
H -1.588 4.180 2.136 0.34
H 2.460 3.547 0.969 0.36

Entry 3:
102
Properties=species:S:1:pos:R:3:mulliken_charge:R:1 method="wB97M-V/def2-TZVPD" orbital_gap_ev=8.04 e_homo_ev=-9.0 smiles="O=C1OC(=O)C(P(O)Cl)=C1Cl.O=C1OCCO1.O=C1OCCO1.O=C1OCCO1.O=C1OCCO1.O=C1OCCO1.O=C1OCCO1.O=C1OCCO1.O=C1OCCO1.O=C1OCCO1" e_tot_ha=-4797.764005 max_force_ev_per_a=3.0 molar_mass_g_mol=1007.49
O 1.565 -0.226 5.529 -0.48
C 0.926 -0.911 4.790 0.28
O 0.375 -2.119 5.178 -0.30
C -0.857 -2.047 4.510 0.13
O -1.510 -3.032 4.340 -0.51
C -0.996 -0.812 3.643 0.00
P -2.431 -0.112 2.713 0.40
O -3.252 0.615 3.964 -0.40
Cl -3.733 -1.590 2.054 -0.29
C 0.248 -0.269 3.598 0.78
Cl 0.794 0.988 2.599 -0.07
H -2.599 1.022 4.552 0.36
C 3.370 0.352 -1.316 -0.02
C 4.081 -0.930 -0.958 -0.36
O 3.202 -1.514 0.010 -0.31
C 1.963 -1.013 -0.203 0.47
O 0.974 -1.423 0.322 -0.51
O 1.992 0.007 -1.086 -0.23
H 3.526 0.646 -2.342 0.16
H 3.639 1.171 -0.663 0.24
H 4.172 -1.612 -1.806 0.27
H 5.068 -0.759 -0.535 0.28
C -0.615 5.826 4.247 -0.40
C 0.606 5.382 3.479 -0.37
O 0.489 3.957 3.513 -0.27
C -0.820 3.656 3.702 0.39
O -1.282 2.564 3.613 -0.14
O -1.534 4.760 4.005 -0.29
H -1.017 6.772 3.892 0.31
H -0.433 5.897 5.321 0.28
H 0.591 5.713 2.439 0.28
H 1.537 5.704 3.939 0.28
C -1.680 -3.726 -1.805 -0.28
C -1.865 -2.572 -0.859 1.07
O -2.925 -1.828 -1.480 -0.26
C -3.626 -2.683 -2.262 0.61
O -4.664 -2.422 -2.782 -0.60
O -2.990 -3.875 -2.373 -0.32
H -1.370 -4.636 -1.299 0.22
H -0.970 -3.505 -2.604 0.25
H -2.189 -2.889 0.129 -0.54
H -0.969 -1.963 -0.758 -0.08
C 3.916 4.822 -3.984 -0.29
C 5.370 4.678 -4.354 -0.21
O 5.885 3.874 -3.285 -0.32
C 4.850 3.182 -2.759 0.63
O 4.959 2.297 -1.968 -0.54
O 3.666 3.619 -3.249 -0.31
H 3.263 4.891 -4.851 0.29
H 3.730 5.679 -3.334 0.26
H 5.514 4.148 -5.297 0.13
H 5.888 5.633 -4.405 0.33
C -1.015 -6.061 -4.721 -0.26
C -0.439 -7.065 -5.689 -0.38
O 0.483 -6.274 -6.444 -0.33
C 0.835 -5.208 -5.683 0.57
O 1.709 -4.451 -5.951 -0.54
O 0.057 -5.124 -4.574 -0.19
H -1.278 -6.502 -3.762 0.30
H -1.886 -5.541 -5.123 0.26
H 0.110 -7.865 -5.187 0.26
H -1.192 -7.506 -6.339 0.31
C -2.875 -5.087 2.382 0.15
C -2.289 -6.233 3.168 -0.37
O -1.803 -7.101 2.137 -0.40
C -1.584 -6.349 1.035 0.55
O -1.026 -6.732 0.056 -0.53
O -2.085 -5.099 1.189 -0.11
H -2.789 -4.138 2.901 -0.07
H -3.921 -5.255 2.114 0.22
H -1.451 -5.923 3.795 0.25
H -3.025 -6.741 3.787 0.33
C -4.759 1.952 0.881 0.26
C -6.114 2.005 0.219 -0.30
O -6.708 3.156 0.827 -0.35
C -5.704 3.957 1.267 0.61
O -5.857 5.065 1.668 -0.54
O -4.508 3.326 1.187 -0.31
H -3.987 1.552 0.227 0.36
H -4.770 1.379 1.810 -0.34
H -6.048 2.169 -0.859 0.24
H -6.710 1.115 0.405 0.31
C 9.325 2.412 -7.322 -0.32
C 7.947 2.455 -7.934 -0.29
O 7.364 3.609 -7.318 -0.33
C 8.386 4.418 -6.922 0.67
O 8.250 5.529 -6.525 -0.52
O 9.578 3.789 -7.041 -0.32
H 10.076 2.012 -7.999 0.29
H 9.352 1.849 -6.387 0.27
H 7.973 2.609 -9.015 0.25
H 7.361 1.565 -7.717 0.30
C -5.429 1.628 8.026 -0.42
C -4.894 0.594 7.063 -0.44
O -3.944 1.343 6.304 -0.01
C -3.550 2.400 7.060 0.53
O -2.644 3.117 6.784 -0.48
O -4.323 2.523 8.166 -0.35
H -5.709 1.206 8.988 0.32
H -6.279 2.180 7.618 0.26
H -4.377 -0.224 7.569 0.30
H -5.664 0.180 6.416 0.33

Entry 4:
78
Properties=species:S:1:pos:R:3:mulliken_charge:R:1 method="wB97M-V/def2-TZVPD" orbital_gap_ev=3.29 e_homo_ev=-1.7 e_tot_ha=-2009.172618 max_force_ev_per_a=0.7 e_above_lowest_kj_mol=0.0 molar_mass_g_mol=576.63 total_charge=-1
O 1.812 -4.395 -0.795 -0.61
C 1.859 -3.491 0.007 -0.41
C 0.679 -2.993 0.761 0.81
C -0.584 -2.925 0.188 -1.07
C -1.628 -2.372 0.915 -0.04
C -1.424 -1.928 2.216 -0.39
C -0.170 -2.022 2.803 -0.40
C 0.887 -2.537 2.065 0.46
C 2.270 -2.572 2.613 0.00
O 2.514 -2.844 3.765 -0.61
C 3.321 -2.253 1.598 0.73
C 4.418 -1.430 1.861 0.39
C 4.569 -0.763 3.204 -1.21
O 3.423 0.038 3.438 -0.22
C 3.439 1.299 2.805 -0.22
O 2.149 1.781 2.787 -0.41
C 1.244 0.834 2.217 -0.06
C -0.092 1.449 1.863 0.35
O -0.536 2.400 2.828 -0.59
C 5.278 -1.118 0.814 -0.96
C 5.097 -1.617 -0.475 0.98
C 6.028 -1.209 -1.584 -1.34
C 5.309 -0.713 -2.855 -0.82
C 4.052 0.051 -2.602 0.41
F 2.907 -0.526 -3.040 -0.33
C 3.957 1.210 -1.981 0.47
F 2.848 1.881 -1.749 -0.20
F 5.021 1.849 -1.491 -0.28
C 4.007 -2.446 -0.720 -0.84
C 3.113 -2.735 0.302 0.95
H -0.735 -3.260 -0.827 0.47
H -2.602 -2.265 0.462 0.13
H -2.239 -1.483 2.767 0.23
H -0.001 -1.666 3.810 0.43
H 4.587 -1.490 4.011 0.37
H 5.494 -0.181 3.230 0.40
H 3.822 1.187 1.776 0.29
H 4.068 2.004 3.356 0.24
H 1.090 0.026 2.934 -0.06
H 1.679 0.380 1.318 0.22
H -0.090 1.945 0.897 0.04
H -0.818 0.634 1.782 -0.12
H -0.279 2.077 3.696 0.34
H 6.100 -0.435 0.993 0.22
H 6.683 -0.419 -1.219 0.35
H 6.683 -2.038 -1.856 0.40
H 6.005 -0.082 -3.411 0.43
H 5.058 -1.537 -3.519 0.43
H 3.811 -2.824 -1.714 0.56
C -5.676 2.264 0.362 -1.80
C -5.063 1.075 -0.405 1.64
C -5.827 0.893 -1.726 -1.37
C -5.523 1.953 -2.791 -0.61
C -4.096 2.512 -2.670 -1.60
C -3.126 1.586 -1.931 1.95
N -3.631 1.347 -0.596 0.17
O -2.781 0.498 0.129 -0.44
C -1.795 2.326 -1.780 -1.80
C -2.855 0.312 -2.758 -1.59
C -5.281 -0.185 0.424 -1.79
H -5.148 2.385 1.309 0.37
H -6.744 2.113 0.571 0.37
H -5.565 3.190 -0.205 0.36
H -5.583 -0.094 -2.128 0.27
H -6.903 0.867 -1.518 0.58
H -5.661 1.503 -3.779 0.34
H -6.245 2.773 -2.734 0.37
H -3.703 2.734 -3.668 0.52
H -4.115 3.465 -2.133 0.31
H -1.928 3.196 -1.135 0.48
H -1.424 2.660 -2.757 0.41
H -1.052 1.671 -1.326 0.13
H -2.430 0.566 -3.737 0.40
H -3.761 -0.270 -2.930 0.34
H -2.145 -0.318 -2.222 0.15
H -6.359 -0.337 0.571 0.41
H -4.799 -0.100 1.394 0.28
H -4.867 -1.060 -0.078 0.26

Entry 5:
74
Properties=species:S:1:pos:R:3:lowdin_spin:R:1 method="wB97M-V/def2-TZVPD" orbital_gap_ev="7.30 / 3.87" e_homo_ev="-12.2 / -12.7" e_tot_ha=-6581.254895 max_force_ev_per_a=3.6 e_above_lowest_kj_mol=149.8 molar_mass_g_mol=820.75 s2=6.028 spin_multiplicity=5 total_charge=+2
Ir -1.769 -3.684 -19.061 2.13
C -3.796 -0.768 -19.482 0.05
Se -3.887 -2.690 -18.761 0.12
C -4.861 -3.223 -20.480 0.02
C -4.203 -4.231 -21.370 0.03
Se -2.837 -5.458 -20.597 0.22
C -4.005 -6.539 -19.416 0.03
H -3.059 -0.746 -20.282 0.00
H -3.458 -0.200 -18.574 0.00
H -4.819 -0.460 -19.709 0.01
H -5.143 -2.271 -21.000 0.00
H -5.833 -3.661 -20.131 0.00
H -3.630 -3.658 -22.122 0.00
H -4.971 -4.841 -21.868 0.00
H -3.425 -7.313 -18.873 0.00
H -4.683 -6.952 -20.184 0.01
H -4.625 -5.907 -18.713 0.00
C -3.132 -0.353 -14.703 0.02
N -2.950 -1.651 -15.264 0.23
C -4.098 -2.526 -15.249 0.03
C -1.802 -1.935 -16.103 0.04
C -1.395 -3.421 -16.108 0.15
C -0.950 -3.883 -14.863 0.00
C -1.086 -5.217 -14.551 0.08
C -1.486 -6.138 -15.534 0.03
C -1.528 -5.729 -16.860 0.07
C -1.412 -4.301 -17.210 0.30
H -3.995 -0.545 -14.058 0.00
H -3.401 0.432 -15.413 0.01
H -2.265 -0.002 -14.111 0.01
H -5.109 -2.008 -15.263 0.00
H -4.028 -3.325 -14.465 0.01
H -4.175 -3.191 -16.130 0.01
H -0.968 -1.384 -15.615 0.01
H -1.965 -1.473 -17.118 0.02
H -0.590 -3.222 -14.091 0.00
H -0.962 -5.473 -13.506 0.00
H -1.631 -7.210 -15.341 0.00
H -1.560 -6.529 -17.626 0.00
O 0.092 -4.087 -19.735 0.16
P 1.074 -3.216 -20.684 0.02
C 1.016 -1.457 -20.231 0.01
C 1.791 -0.402 -20.740 0.00
C 1.710 0.896 -20.177 0.00
C 0.793 1.206 -19.193 0.00
C 0.004 0.204 -18.707 0.01
C 0.138 -1.130 -19.174 0.04
C 2.608 -4.062 -20.513 0.00
C 2.560 -5.437 -20.588 0.00
C 3.712 -6.174 -20.289 0.00
C 4.916 -5.575 -19.928 0.00
C 4.936 -4.202 -19.752 0.00
C 3.829 -3.452 -20.149 0.00
C 0.580 -3.043 -22.368 0.00
C 1.272 -3.696 -23.432 0.00
C 0.964 -3.327 -24.747 0.00
C 0.021 -2.332 -25.048 0.00
C -0.668 -1.685 -23.995 0.00
C -0.413 -2.109 -22.666 0.01
H 2.479 -0.639 -21.590 0.00
H 2.381 1.677 -20.590 0.00
H 0.778 2.199 -18.664 0.00
H -0.679 0.435 -17.847 0.00
H -0.451 -1.836 -18.664 0.03
H 1.578 -5.917 -20.644 0.00
H 3.674 -7.227 -20.363 0.00
H 5.767 -6.291 -19.660 0.00
H 5.797 -3.715 -19.266 0.00
H 3.930 -2.394 -20.101 0.00
H 2.091 -4.412 -23.220 0.00
H 1.627 -3.701 -25.576 0.00
H -0.129 -2.094 -26.090 0.00
H -1.458 -0.996 -24.234 0.00
H -1.004 -1.557 -21.890 0.01

Entry 6:
79
Properties=species:S:1:pos:R:3:lowdin_spin:R:1 method="wB97M-V/def2-TZVPD" orbital_gap_ev="6.05 / 7.18" e_homo_ev="-5.7 / -6.8" e_tot_ha=-3312.652941 max_force_ev_per_a=0.3 e_above_lowest_kj_mol=13.7 molar_mass_g_mol=640.57 s2=2.004 spin_multiplicity=3
Ti -0.150 0.622 -0.202 1.74
N -0.279 -2.477 1.880 0.00
C 1.048 -2.788 2.164 0.00
C 1.320 -3.593 3.280 0.00
C 2.614 -3.918 3.625 0.00
C 3.675 -3.454 2.863 0.00
C 3.416 -2.654 1.763 0.00
C 2.116 -2.285 1.399 0.01
P 1.787 -1.258 -0.092 0.05
C 3.417 -0.452 -0.344 0.01
C 4.116 -0.505 -1.543 0.00
C 5.285 0.232 -1.712 0.00
C 5.770 1.028 -0.689 0.00
C 5.082 1.085 0.517 0.00
C 3.915 0.355 0.684 0.00
C 1.726 -2.549 -1.396 0.00
C 1.478 -2.164 -2.716 0.00
C 1.410 -3.116 -3.722 0.00
C 1.562 -4.464 -3.425 0.00
C 1.790 -4.856 -2.114 0.00
C 1.878 -3.905 -1.105 0.00
H -0.956 -3.113 2.274 0.00
H -0.516 -2.209 0.932 0.00
H 0.489 -3.965 3.870 0.00
H 2.796 -4.544 4.490 0.00
H 4.693 -3.718 3.115 0.00
H 4.246 -2.309 1.163 0.00
H 3.755 -1.121 -2.355 0.00
H 5.814 0.179 -2.655 0.00
H 6.678 1.601 -0.825 0.00
H 5.455 1.698 1.329 0.00
H 3.391 0.397 1.633 0.00
H 1.295 -1.129 -2.963 0.00
H 1.220 -2.793 -4.739 0.00
H 1.498 -5.206 -4.211 0.00
H 1.906 -5.905 -1.872 0.00
H 2.068 -4.230 -0.090 0.00
N -0.566 0.652 2.093 0.02
C -0.103 1.680 3.059 0.00
C 1.072 2.470 2.495 0.01
C 0.607 3.490 1.445 0.00
C 1.450 3.529 0.182 0.00
N 1.494 2.195 -0.476 0.02
H -1.577 0.569 2.131 0.00
H -0.221 -0.265 2.365 0.00
H 0.159 1.212 4.009 0.00
H -0.931 2.362 3.254 0.00
H 1.768 1.751 2.052 0.00
H 1.610 2.964 3.307 0.00
H 0.575 4.489 1.886 0.00
H -0.413 3.257 1.130 0.00
H 2.466 3.872 0.393 0.00
H 1.003 4.235 -0.519 0.00
H 2.403 1.774 -0.324 0.01
H 1.418 2.332 -1.482 0.00
O 0.167 0.608 -4.394 0.01
C -0.112 1.055 -3.284 0.01
O -0.151 0.325 -2.220 0.02
C -0.383 2.546 -3.128 0.00
C 0.200 3.366 -4.099 0.00
C 0.044 4.740 -4.086 0.00
C -0.744 5.317 -3.092 0.00
C -1.342 4.520 -2.133 0.00
C -1.173 3.123 -2.108 0.01
S -2.003 2.236 -0.820 0.01
H 0.777 2.878 -4.873 0.00
H 0.517 5.354 -4.842 0.00
H -0.894 6.390 -3.067 0.00
H -1.963 4.964 -1.365 0.00
N -3.788 -1.497 -3.113 0.00
C -3.667 -0.981 -1.751 0.00
C -2.320 -1.356 -1.186 0.00
O -1.632 -2.230 -1.874 0.00
O -1.894 -0.883 -0.142 0.03
H -4.727 -1.797 -3.330 0.00
H -2.168 -2.419 -2.680 0.00
H -3.514 -0.797 -3.792 0.00
H -4.422 -1.420 -1.099 0.00
H -3.736 0.105 -1.661 0.00